[1]
C39H69IrN5O3PSSi | ωB97M-V with the def2-TZVPD basis set

Results
Energy above the lowest of the compared OMol25 structures with the same formula, charge and spin = 19.9 kcal per mole
Highest occupied orbital energy (spin up / spin down) = -0.4562 / -0.4562 Eh
LUMO (spin up / spin down) = -5.738 / -5.738 eV
Net charge = +2

```
120
C39H69IrN5O3PSSi | the Open Molecules 2025 dataset | ωB97M-V with the def2-TZVPD basis set
Ir -0.523 -0.168 0.730
C -3.802 -3.266 0.788
C -2.357 -2.951 0.439
C -1.448 -3.551 1.487
C -2.014 -3.372 -0.970
O -2.180 -1.443 0.501
Si -3.477 -0.304 0.338
S -2.137 1.338 0.189
O -4.210 -0.392 1.763
C -5.489 0.103 2.264
C -6.562 -0.904 1.891
C -5.326 0.193 3.770
C -5.757 1.473 1.662
O -4.367 -0.645 -0.935
C -5.021 -0.156 -2.144
C -6.516 -0.337 -1.950
C -4.673 1.307 -2.360
C -4.522 -1.023 -3.285
H -3.906 -4.352 0.761
H -4.507 -2.854 0.068
H -4.053 -2.925 1.791
H -1.690 -4.610 1.582
H -1.604 -3.081 2.459
H -0.404 -3.488 1.197
H -2.128 -4.454 -1.057
H -0.985 -3.119 -1.223
H -2.691 -2.897 -1.682
H -6.357 -1.869 2.356
H -6.612 -1.038 0.810
H -7.536 -0.559 2.240
H -5.001 -0.767 4.172
H -6.277 0.456 4.233
H -4.592 0.955 4.036
H -5.960 1.401 0.590
H -4.902 2.132 1.822
H -6.628 1.931 2.132
H -6.887 0.282 -1.132
H -6.753 -1.381 -1.742
H -7.042 -0.041 -2.858
H -4.999 1.916 -1.515
H -5.184 1.673 -3.251
H -3.602 1.445 -2.499
H -4.785 -2.068 -3.113
H -3.439 -0.940 -3.393
H -4.982 -0.706 -4.221
C 0.516 1.752 2.121
C -0.049 1.123 3.393
C -1.529 0.724 3.416
C 0.811 0.044 4.015
C 0.973 0.147 5.391
C 1.776 -0.736 6.074
C 2.508 -1.652 5.346
C 2.423 -1.787 3.958
C 3.663 -2.552 3.403
C 4.541 -1.523 2.680
C 3.668 -3.870 2.609
C 1.430 -0.993 3.303
N 1.143 -1.065 1.902
C 1.469 -2.140 1.254
C 1.325 -2.145 -0.138
C 1.770 -3.013 -1.119
C 1.348 -2.457 -2.323
C 0.626 -1.285 -2.049
N 0.638 -1.078 -0.699
C 0.134 -0.376 -3.157
C 1.335 0.425 -3.683
C -0.442 -1.233 -4.294
C -0.925 0.614 -2.716
H -0.014 2.661 1.847
H 0.594 1.192 1.118
H 1.583 1.946 2.239
H 0.015 1.963 4.092
H -1.762 -0.175 2.825
H -2.176 1.526 3.066
H -1.790 0.473 4.445
H 0.463 0.942 5.923
H 1.893 -0.669 7.147
H 3.221 -2.268 5.879
H 4.175 -2.833 4.320
H 4.000 -1.143 1.804
H 5.475 -1.981 2.343
H 4.777 -0.677 3.325
H 3.536 -3.745 1.534
H 2.935 -4.591 2.978
H 4.652 -4.322 2.741
H 1.830 -3.009 1.774
H 2.329 -3.924 -0.970
H 1.546 -2.845 -3.308
H 2.161 -0.231 -3.968
H 1.670 1.118 -2.908
H 1.046 1.011 -4.557
H 0.316 -1.855 -4.769
H -0.861 -0.584 -5.064
H -1.234 -1.887 -3.927
H -0.545 1.288 -1.950
H -1.804 0.108 -2.321
H -1.233 1.220 -3.571
C 6.814 0.217 -0.391
N 5.915 -0.249 -1.551
C 6.011 0.798 -2.673
N 5.672 2.086 -2.185
C 6.559 2.465 -1.088
N 6.467 1.527 0.028
C 5.160 1.579 0.691
P 3.732 1.102 -0.407
C 4.494 -0.449 -1.100
C 4.253 2.197 -1.829
H 7.834 0.190 -0.776
H 6.693 -0.508 0.412
H 6.280 -1.136 -1.903
H 5.338 0.476 -3.467
H 7.043 0.773 -3.021
H 6.298 3.463 -0.742
H 7.587 2.482 -1.453
H 4.989 2.595 1.051
H 5.184 0.937 1.573
H 3.904 -0.784 -1.957
H 4.488 -1.252 -0.363
H 4.033 3.234 -1.572
H 3.658 1.958 -2.710
```

***

[2]
C17H28N10OP | ωB97M-V with the def2-TZVPD basis set

Results
Highest occupied orbital energy = -0.3834 Eh
LUMO = -3.058 eV
Net charge = +1

```
57
C17H28N10OP | the Open Molecules 2025 dataset | ωB97M-V with the def2-TZVPD basis set
N -0.713 -1.762 -0.169
P 0.620 -1.481 1.009
O 0.108 -0.348 2.247
C 1.992 -0.703 -0.095
N 1.821 0.705 -0.386
C 2.971 0.988 -1.247
C 3.784 -0.323 -1.430
N 3.115 -1.383 -0.670
H -1.622 -1.676 0.315
H -0.615 -0.953 -0.821
H -0.115 0.526 1.822
H 1.065 1.336 -0.057
H 3.239 2.004 -1.698
H 4.726 -0.479 -2.048
H 3.358 -2.387 -0.549
C -3.736 1.335 -0.620
C -2.293 1.167 -0.250
N -1.160 1.035 0.042
H -3.826 2.020 -1.464
H -4.163 0.370 -0.897
H -4.292 1.740 0.227
C 3.173 -3.692 -4.448
C 3.814 -3.678 -3.090
N 4.319 -3.676 -2.025
H 3.909 -3.974 -5.203
H 2.353 -4.411 -4.464
H 2.783 -2.700 -4.685
C -7.357 0.135 -2.570
C -6.847 1.418 -1.983
N -6.447 2.425 -1.523
H -6.759 -0.703 -2.208
H -8.398 -0.018 -2.278
H -7.295 0.174 -3.659
C -0.316 1.203 6.266
C -0.080 0.627 4.900
N 0.106 0.167 3.814
H -0.274 0.410 7.016
H 0.448 1.949 6.492
H -1.299 1.677 6.305
C -1.694 -3.916 3.235
C -2.761 -3.798 2.189
N -3.598 -3.705 1.366
H -1.144 -2.976 3.312
H -2.144 -4.145 4.203
H -0.999 -4.714 2.969
C 2.479 2.710 -5.197
C 2.916 1.293 -5.442
N 3.259 0.184 -5.624
H 2.926 3.082 -4.273
H 2.797 3.345 -6.026
H 1.393 2.755 -5.110
C 2.555 3.008 3.856
C 3.051 4.299 4.435
N 3.440 5.312 4.889
H 3.154 2.177 4.233
H 1.512 2.851 4.136
H 2.630 3.035 2.767
```

***

[3]
C8H12O | ωB97M-V with the def2-TZVPD basis set

Results
Energy above the lowest of the compared OMol25 structures with the same formula, charge and spin = 34.3 kcal per mole
Highest occupied orbital energy = -0.3444 Eh
LUMO = 0.938 eV
SMILES = CC1(C)C=CC[C@]12CO2

```
21
C8H12O | the Open Molecules 2025 dataset | ωB97M-V with the def2-TZVPD basis set
C -2.021 -0.923 -0.019
C -1.595 0.316 -0.196
C -0.930 -1.925 0.113
C 1.730 -1.418 0.239
C -0.095 0.474 -0.211
C 0.406 -0.972 -0.178
C 0.370 1.212 -1.467
C 0.351 1.235 1.044
O 1.324 -1.448 -1.105
H -3.055 -1.224 0.026
H -2.224 1.181 -0.314
H -0.859 -2.353 1.113
H -0.969 -2.722 -0.626
H 2.500 -0.693 0.476
H 1.843 -2.385 0.716
H 1.456 1.253 -1.500
H -0.018 2.227 -1.466
H 0.019 0.698 -2.358
H 0.118 0.658 1.938
H -0.166 2.191 1.103
H 1.423 1.427 1.020
```

***

[4]
C11H11CrNO7 | ωB97M-V with the def2-TZVPD basis set

Results
Energy above the lowest of the compared OMol25 structures with the same formula, charge and spin = 0.0 kcal per mole
Highest occupied orbital energy (spin up / spin down) = -0.3081 / -0.3375 Eh
LUMO (spin up / spin down) = -1.258 / -1.415 eV
2S+1 = 5

```
31
C11H11CrNO7 | the Open Molecules 2025 dataset | ωB97M-V with the def2-TZVPD basis set
Cr 0.182 0.176 0.001
O -3.518 1.423 -1.247
C -2.326 0.932 -1.025
O -1.550 1.370 -0.199
C -1.915 -0.220 -1.899
C -2.641 -0.870 -2.860
C -2.025 -1.946 -3.502
C -0.741 -2.330 -3.148
C -0.082 -1.620 -2.158
N -0.678 -0.585 -1.585
C 1.302 -1.921 -1.541
O 1.938 -2.840 -2.003
O 1.568 -1.150 -0.534
H -3.655 2.155 -0.618
H -3.653 -0.561 -3.094
H -2.560 -2.491 -4.269
H -0.236 -3.168 -3.611
C 0.297 -1.542 3.612
C -0.702 -0.570 3.006
C -1.936 -0.408 3.862
O -1.102 -1.067 1.687
C 0.030 0.771 2.801
O -0.023 1.621 3.661
O 0.741 0.832 1.706
H -0.172 -2.518 3.778
H 0.644 -1.168 4.577
H 1.159 -1.663 2.955
H -2.354 -1.385 4.121
H -2.692 0.166 3.324
H -1.685 0.132 4.774
H -1.056 -2.030 1.714
```

***

[5]
C6H8BrN | ωB97M-V with the def2-TZVPD basis set

Results
Energy above the lowest of the compared OMol25 structures with the same formula, charge and spin = 50.0 kcal per mole
Highest occupied orbital energy = -0.2749 Eh
LUMO = 0.805 eV

```
16
C6H8BrN | the Open Molecules 2025 dataset | ωB97M-V with the def2-TZVPD basis set
C -0.184 1.378 -1.058
C 1.047 0.856 1.062
C -1.497 0.967 -0.441
C 0.958 0.775 -0.252
C -1.041 -1.359 -0.297
C -0.130 -2.167 0.531
N -1.529 -0.264 -0.129
Br 2.418 0.104 -1.285
H -0.097 2.466 -1.086
H -0.132 1.006 -2.089
H 1.899 0.500 1.610
H 0.230 1.270 1.630
H -2.354 1.604 -0.330
H 0.810 -2.209 -0.025
H 0.078 -1.735 1.515
H -0.475 -3.193 0.643
```

***

[6]
C4H12N3 | ωB97M-V with the def2-TZVPD basis set

Results
Energy above the lowest of the compared OMol25 structures with the same formula, charge and spin = 25.8 kcal per mole
Highest occupied orbital energy = -0.5076 Eh
LUMO = -2.522 eV
Net charge = +1

```
19
C4H12N3 | the Open Molecules 2025 dataset | ωB97M-V with the def2-TZVPD basis set
C 0.421 2.140 1.429
C -0.694 0.617 -0.143
C 0.878 -1.619 -1.234
C -1.926 -0.186 -0.409
N -0.512 1.089 1.081
N 1.874 -2.483 -1.170
N 0.657 -0.650 -0.407
H 1.118 2.303 0.611
H -0.111 3.072 1.625
H -0.375 1.279 -0.942
H 0.184 -1.736 -2.059
H -2.028 -1.002 0.303
H -1.925 -0.587 -1.418
H -2.793 0.467 -0.308
H -0.941 0.603 1.855
H 1.986 -3.210 -1.858
H 2.552 -2.449 -0.421
H 1.324 -0.543 0.351
H 0.975 1.871 2.327
```

***

The calculation returns the following max |F| values, one per record and in order: 1.0, 16.0, 3.2, 1.2, 1.3, 0.9 eV/A.